# 1
C2H11NO5 | ωB97M-V/def2-TZVPD

energy relative to the best compared isomer or geometry (same formula, charge and spin)	127.72	kJ/mol
orbital gap	10.38	eV
SMILES	O=CNCO.O.O.O
LUMO energy	0.385	eV
electronic energy	-513.7391	Eh

```
19
Properties=species:S:1:pos:R:3:forces:R:3
O -0.3145 0.1864 1.2531 -0.26 0.29 -0.29
C 0.7072 0.2388 0.5950 0.25 -0.55 0.40
N 0.8735 0.8824 -0.5717 -1.00 0.48 -0.94
C -0.1723 1.7088 -1.1732 0.85 0.94 0.93
O 0.4692 2.8950 -1.6119 -0.07 0.17 -0.49
H 1.5690 -0.3502 0.9193 0.34 0.49 -0.14
H 1.7550 1.0112 -1.0418 0.23 -0.45 0.37
H -0.6367 1.3029 -2.0535 -0.01 -0.64 -0.29
H -0.9112 1.8769 -0.3995 -0.27 0.10 0.07
H 0.3165 3.6672 -1.0609 -0.18 -0.31 0.29
O 0.8138 -3.8491 -1.2769 -0.71 0.29 -1.55
H 0.0561 -3.2579 -1.1163 0.79 -0.49 0.45
H 1.2499 -4.0632 -0.4679 -0.13 0.14 1.00
O -3.2181 1.3810 1.2470 0.16 -1.05 -0.22
H -3.1715 0.8244 2.0419 0.00 0.48 -0.12
H -2.8677 0.7496 0.5867 -0.13 0.63 0.34
O 1.0817 -2.4258 1.2295 0.30 -0.56 -0.66
H 2.0466 -2.4466 1.1018 -0.64 -0.04 0.71
H 0.8262 -2.3638 2.1527 0.47 0.07 0.14
```
Forces are in eV/Å.

Atom charges from the natural (NBO) analysis, given in e for atoms 1 to 2: atom 1 (O): -0.65, atom 2 (C): 0.54

***

# 2
C2H11O4 | ωB97M-V/def2-TZVPD

energy relative to the best compared isomer or geometry (same formula, charge and spin)	48.29	kJ/mol
orbital gap (alpha / beta)	11.75 / 7.65	eV
multiplicity	2
LUMO energy (alpha / beta)	0.602 / -3.431	eV
electronic energy	-383.6462	Eh
<S²>	0.755

```
17
Properties=species:S:1:pos:R:3:forces:R:3
C 0.0948 -0.3439 -1.3119 -0.76 -1.41 -1.16
O 0.1346 0.0658 -0.0074 0.92 0.68 -1.84
C -1.1739 -1.1413 -1.5867 -1.07 0.31 0.44
H 0.1285 0.4166 -2.1264 0.26 0.72 0.93
H 0.9845 -0.9234 -1.6517 0.15 0.25 0.84
H -1.3608 -1.3937 -2.6365 0.56 -0.28 0.20
H -1.2201 -2.0105 -0.9099 -0.03 0.18 -0.53
H -2.0408 -0.4928 -1.3518 0.31 -0.30 0.16
H -0.9112 2.9380 -0.2527 0.35 -0.22 -0.07
H -1.1639 1.4458 -0.6756 0.47 -0.08 0.02
O -1.5692 2.2571 -0.3981 -1.05 0.61 0.12
H -1.2213 -1.5414 2.1725 -0.02 0.24 -0.33
H -0.1563 -0.6984 1.3215 -0.91 -0.55 0.84
O -0.3121 -1.2385 2.1243 0.61 -0.16 0.33
H 2.8083 -0.0128 1.7750 0.49 -0.06 0.05
H 1.8725 0.3387 0.7061 0.13 0.18 -0.46
O 2.8255 0.2508 0.8473 -0.42 -0.08 0.46
```
Forces are in eV/Å.

Atom charges from the natural (NBO) analysis, given in e for atoms 1 to 2: atom 1 (C): -0.18, atom 2 (O): -0.33

***

# 3
C2H12F6O12S2 | ωB97M-V/def2-TZVPD

orbital gap (alpha / beta)	9.53 / 3.77	eV
net charge	-1
multiplicity	2
LUMO energy (alpha / beta)	2.388 / -3.374	eV
electronic energy	-2381.8752	Eh
<S²>	0.766

```
34
Properties=species:S:1:pos:R:3:forces:R:3
C -9.7361 17.6004 -35.8125 -1.47 1.08 0.35
F -9.6481 18.9497 -35.7749 0.06 -1.44 0.50
F -11.0017 17.1996 -35.5071 1.40 0.52 0.71
F -9.5849 17.2275 -37.0574 1.10 -0.51 -0.75
S -8.4698 16.8409 -34.6070 -0.42 0.71 -2.76
O -7.1363 17.1000 -35.1686 -1.47 -0.59 0.81
O -8.7641 17.4576 -33.3581 0.19 0.27 1.10
O -8.8613 15.4328 -34.6166 0.65 -0.10 0.17
C -8.2870 22.5946 -35.2455 -2.89 -3.33 -1.38
F -8.1838 23.4167 -36.2872 0.07 -0.02 -0.24
F -7.6943 21.3604 -35.5676 -0.75 1.70 0.04
F -7.6642 23.0731 -34.2656 1.63 1.28 2.46
S -10.2124 22.2096 -34.7879 -0.92 0.53 -2.25
O -10.1596 21.0996 -33.8639 0.88 0.54 0.00
O -10.7842 23.4579 -34.2302 1.49 -0.91 -0.09
O -10.8278 21.9150 -36.1087 1.35 0.32 1.83
O -12.4941 19.8661 -33.6472 -0.73 -0.69 0.26
H -12.9580 20.6257 -33.2948 -0.12 0.26 0.02
H -11.5883 19.9841 -33.3612 0.44 0.24 -0.18
O -9.1663 25.8293 -33.9718 0.43 0.58 0.16
H -9.6601 25.0138 -34.0570 -0.50 -0.59 0.05
H -9.1824 26.2124 -34.8489 -0.01 0.07 -0.18
O -13.5432 20.1480 -36.2581 -0.66 -0.15 -0.42
H -13.2029 19.8667 -35.4088 0.32 -0.03 0.42
H -12.8495 20.6962 -36.6250 0.22 0.14 -0.10
O -8.6212 23.4595 -39.2147 -0.06 -0.01 -0.29
H -7.9549 24.0058 -39.6315 0.14 0.11 -0.12
H -8.4669 23.5668 -38.2761 -0.10 -0.11 0.27
O -13.1423 24.4045 -35.2121 -0.82 0.30 -0.27
H -12.2644 24.1253 -34.9524 0.55 -0.36 0.17
H -13.1423 25.3523 -35.0777 -0.03 0.18 0.02
O -10.8912 20.0821 -38.1633 -0.08 -0.42 -0.74
H -10.3196 19.3277 -38.0202 0.01 -0.06 -0.07
H -10.7484 20.6398 -37.3986 0.11 0.51 0.47
```
Forces are in eV/Å.

Atom charges from the natural (NBO) analysis, given in e for atoms 1 to 2: atom 1 (C): 0.74, atom 2 (F): -0.30

***

# 4
C2H12N2O2 | ωB97M-V/def2-TZVPD

energy relative to the best compared isomer or geometry (same formula, charge and spin)	108.19	kJ/mol
orbital gap	10.53	eV
SMILES	NCCN.O.O
LUMO energy	0.555	eV
electronic energy	-343.3519	Eh

```
18
Properties=species:S:1:pos:R:3:forces:R:3
N 1.0703 0.1811 -0.9330 1.37 -0.17 -0.18
C 1.4060 -0.4279 0.3990 -1.10 -1.24 -0.31
C 1.1248 0.5776 1.4845 1.68 0.41 0.71
N -0.1909 1.2122 1.5661 0.52 0.94 -1.14
H 0.7145 1.1380 -0.7833 0.60 -0.68 -0.44
H 1.9532 0.2272 -1.5089 -1.48 0.25 0.85
H 0.8385 -1.4087 0.5508 0.59 1.27 -0.37
H 2.4869 -0.6535 0.4695 -0.56 -0.04 -0.13
H 1.9835 1.2682 1.2991 -0.73 0.44 0.23
H 1.3411 0.2072 2.4866 0.00 -0.53 -0.08
H -0.4238 1.5263 0.6007 -0.17 -0.12 1.06
H 0.0230 2.0871 2.0770 -0.71 -0.57 -0.34
O -3.7903 -1.2664 0.1944 -0.36 -0.82 0.29
H -3.4302 -0.4305 -0.0260 0.41 1.40 -0.91
H -3.4784 -1.3170 1.0944 -0.03 -0.56 0.64
O -0.4727 -1.2575 -3.2803 -0.35 0.93 0.73
H -1.2992 -0.7547 -3.0962 0.87 -0.64 -0.24
H 0.1436 -0.9088 -2.5943 -0.57 -0.26 -0.38
```
Forces are in eV/Å.

Atom charges from the natural (NBO) analysis, given in e for atoms 1 to 2: atom 1 (N): -0.87, atom 2 (C): -0.23

***

# 5
C2H12N2O3 | ωB97M-V/def2-TZVPD

energy relative to the best compared isomer or geometry (same formula, charge and spin)	92.34	kJ/mol
orbital gap	9.47	eV
SMILES	[H]/N=C/NC.O.O.O
LUMO energy	0.593	eV
electronic energy	-418.6039	Eh

```
19
Properties=species:S:1:pos:R:3:forces:R:3
H 5.1442 -1.9697 0.6067 -0.32 0.22 0.07
N 4.1404 -1.7851 0.6653 0.19 -0.42 -0.23
C 3.7485 -1.8206 1.8761 0.19 0.20 -0.24
N 2.4374 -1.7563 2.2257 0.29 0.03 0.08
C 1.3947 -1.7703 1.2132 -0.06 0.73 0.94
H 4.4320 -1.9105 2.7180 -0.01 0.01 0.25
H 2.2612 -1.4410 3.1599 -0.31 -0.07 0.06
H 1.6630 -2.5798 0.5432 -0.46 0.11 -0.34
H 0.4374 -1.8879 1.7296 0.13 -0.54 -0.20
H 1.2937 -0.7996 0.7143 0.37 -0.26 -0.39
O -1.3512 2.7136 -3.9929 -0.07 0.03 -0.09
H -0.6739 2.2860 -4.5280 -0.04 0.00 0.08
H -1.9686 3.0840 -4.6343 0.04 -0.06 0.08
O -3.5536 1.3213 1.6469 0.39 0.61 0.34
H -2.6977 1.7565 1.5178 -0.12 -0.33 -0.25
H -3.8982 1.8402 2.3862 -0.26 -0.27 -0.09
O -4.3828 1.2486 -2.8133 0.49 0.27 0.08
H -3.4785 1.5541 -2.6209 -0.40 -0.19 -0.17
H -4.9480 1.9166 -2.4134 -0.01 -0.06 0.03
```
Forces are in eV/Å.

Atom charges from the natural (NBO) analysis, given in e for atoms 1 to 2: atom 1 (H): 0.34, atom 2 (N): -0.74

***

# 6
C2H12N2O3 | ωB97M-V/def2-TZVPD

energy relative to the best compared isomer or geometry (same formula, charge and spin)	321.10	kJ/mol
orbital gap (alpha / beta)	8.72 / 4.27	eV
net charge	+1
multiplicity	2
LUMO energy (alpha / beta)	-5.013 / -9.460	eV
electronic energy	-418.2239	Eh
<S²>	0.782

```
19
Properties=species:S:1:pos:R:3:forces:R:3
C 2.1596 0.0913 2.0031 0.27 -1.94 -0.08
N 0.4592 1.4247 -0.8290 -2.32 -0.10 1.23
C 1.2272 0.5459 -0.0871 0.78 2.15 -1.11
N 1.0866 0.5487 1.1956 0.87 0.65 0.47
H 1.7717 -0.8183 2.5240 0.18 0.56 0.11
H 3.0870 -0.2519 1.4960 -0.54 0.53 -0.02
H 2.3749 0.8263 2.7794 -0.23 0.12 0.11
H 0.1680 2.2607 -0.3025 0.15 -0.42 0.27
H -0.4159 1.1528 -1.3250 1.37 -0.28 -1.05
H 2.1594 0.3192 -0.6488 -0.61 -1.29 0.19
H -1.4578 -1.4264 -0.3551 -0.19 -0.34 0.21
H -1.7644 -1.3748 1.1684 -0.04 -0.07 -0.23
O -1.9642 -0.9617 0.3187 0.28 0.40 -0.08
H 1.4217 -3.5769 -0.2110 -0.06 -0.52 0.41
H 2.6386 -2.7764 -0.2900 0.55 -0.16 0.24
O 2.2206 -3.4085 0.3096 -0.49 0.71 -0.69
H -4.6877 2.3628 -1.9025 -0.04 -0.07 0.02
H -5.6082 2.8377 -3.0079 0.25 -0.27 -0.07
O -4.8761 2.2250 -2.8359 -0.20 0.34 0.08
```
Forces are in eV/Å.

Atom charges from the natural (NBO) analysis, given in e for atoms 1 to 2: atom 1 (C): -0.50, atom 2 (N): -0.48

***

# 7
C2H12N3Si | ωB97M-V/def2-TZVPD

energy relative to the best compared isomer or geometry (same formula, charge and spin)	263.05	kJ/mol
orbital gap	9.16	eV
net charge	+1
LUMO energy	-3.449	eV
electronic energy	-536.8636	Eh

```
18
Properties=species:S:1:pos:R:3:forces:R:3
C -0.4828 1.4021 -1.6469 -0.90 -2.31 0.65
C -0.7964 -1.6426 0.2763 3.23 -1.50 -3.38
N 1.6588 3.1249 -0.1582 -0.52 -4.75 0.41
N 1.1681 0.1484 0.5763 2.23 1.50 -0.95
N -0.8825 -2.6221 1.3706 -2.21 -1.18 -0.32
Si 0.9948 1.4553 -0.4068 -0.69 2.60 -0.21
H -1.3824 1.3243 -0.9248 1.16 0.49 -1.09
H -0.6284 2.2021 -2.3591 0.11 0.49 0.28
H -0.6239 0.4337 -2.2955 0.83 1.57 1.40
H -0.7102 -2.4352 -0.5373 -0.64 1.56 0.00
H -1.6781 -1.0456 0.1618 -0.44 0.18 0.24
H 2.2556 3.2064 0.6402 0.37 -0.02 0.37
H 1.4254 4.0120 -0.4842 -0.75 1.26 -1.12
H 0.3053 -1.0394 0.1475 -2.51 -0.73 1.25
H 2.1539 0.0224 0.8714 -0.75 0.07 0.26
H -0.0362 -3.2235 1.3782 -1.06 -0.14 -0.44
H -1.8665 -3.0925 1.0995 3.11 0.39 1.76
H -0.8743 -2.2308 2.2909 -0.59 0.52 0.89
```
Forces are in eV/Å.

Atom charges from the natural (NBO) analysis, given in e for atoms 1 to 2: atom 1 (C): -1.16, atom 2 (C): -0.54

***

# 8
C2H12N4 | ωB97M-V/def2-TZVPD

energy relative to the best compared isomer or geometry (same formula, charge and spin)	59.48	kJ/mol
orbital gap	9.68	eV
SMILES	NCN.NCN
LUMO energy	0.798	eV
electronic energy	-302.3790	Eh

```
18
Properties=species:S:1:pos:R:3:forces:R:3
N -2.1154 0.5821 0.9789 0.31 -0.97 -0.30
C -2.1093 0.6051 -0.5219 0.14 2.12 1.80
N -1.7470 -0.6119 -1.1617 1.38 -2.19 -0.21
H -1.1916 0.3422 1.4228 -1.07 0.26 -1.17
H -2.7756 -0.1477 1.2945 0.39 0.62 -0.27
H -1.4231 1.3910 -0.8351 0.23 0.35 0.26
H -3.0910 1.0240 -0.7860 -0.02 -0.69 -0.21
H -1.2050 -1.1506 -0.4469 -0.61 0.46 -1.04
H -1.1107 -0.4985 -1.9849 -0.90 0.08 1.07
N 2.7750 -0.4977 -0.3737 -0.15 -1.31 -2.31
C 1.6690 0.2994 0.1734 0.17 0.54 -0.32
N 0.8803 -0.3750 1.1980 1.33 -2.03 0.51
H 2.4259 -1.0402 -1.2283 0.34 0.70 1.78
H 3.5590 -0.0007 -0.8337 -0.77 0.28 0.99
H 0.9670 0.6006 -0.6042 -0.02 0.08 -0.13
H 2.0681 1.1813 0.6243 0.35 0.77 0.08
H 1.3495 -0.3302 2.1284 -0.29 0.30 -0.97
H 1.0747 -1.3729 0.9563 -0.81 0.63 0.41
```
Forces are in eV/Å.

Atom charges from the natural (NBO) analysis, given in e for atoms 1 to 2: atom 1 (N): -0.87, atom 2 (C): -0.05

***

# 9
C2H12NO2 | ωB97M-V/def2-TZVPD

energy relative to the best compared isomer or geometry (same formula, charge and spin)	41.94	kJ/mol
orbital gap	12.26	eV
net charge	+1
LUMO energy	-3.077	eV
electronic energy	-288.3981	Eh

```
17
Properties=species:S:1:pos:R:3:forces:R:3
C 1.7418 0.8361 -1.2123 0.21 -0.33 0.20
C 1.0392 1.1314 0.1022 0.28 -0.64 0.42
N -0.1045 0.1728 0.3205 -0.33 0.82 -0.81
H 1.4088 -0.1046 -1.6471 -0.37 0.03 -0.21
H 1.6112 1.6368 -1.9234 0.16 0.05 -0.29
H 2.7914 0.6285 -0.9985 0.05 0.51 -0.25
H 1.7504 0.8951 0.8920 -0.26 0.24 0.29
H 0.6814 2.1403 0.2262 -0.09 0.25 -0.05
H 0.2635 -0.7236 0.0124 -0.59 -0.51 0.52
H -0.9194 0.3626 -0.2742 0.40 -0.05 -0.41
H -0.5524 0.2201 1.2528 0.32 -0.52 0.38
H -1.2141 -0.4917 3.2370 -0.20 -0.07 0.09
H -2.2784 0.5896 3.0399 -0.04 -0.02 -0.07
O -1.7429 -0.0531 2.5582 0.35 0.10 0.09
H -0.9547 -2.9808 -1.7873 -0.07 0.15 0.07
H -2.1459 -2.1313 -2.1886 -0.02 0.08 0.05
O -1.3753 -2.1283 -1.6097 0.20 -0.10 -0.01
```
Forces are in eV/Å.

Atom charges from the natural (NBO) analysis, given in e for atoms 1 to 2: atom 1 (C): -0.64, atom 2 (C): -0.22

***

# 10
C2H12NO2 | ωB97M-V/def2-TZVPD

energy relative to the best compared isomer or geometry (same formula, charge and spin)	25.41	kJ/mol
orbital gap (alpha / beta)	10.28 / 2.90	eV
net charge	+2
multiplicity	2
LUMO energy (alpha / beta)	-8.740 / -16.117	eV
electronic energy	-287.8185	Eh
<S²>	0.753

```
17
Properties=species:S:1:pos:R:3:forces:R:3
C -0.7557 0.2989 0.2073 0.35 -0.09 -0.30
N 0.5525 0.8267 -0.2306 0.52 -0.67 -0.12
C 1.7082 0.1104 0.4479 -0.78 0.27 -0.57
H -1.5972 0.7149 -0.3362 0.17 0.11 -0.40
H -0.9204 0.5418 1.2532 0.21 -0.40 0.16
H -0.5920 -0.7499 -0.0729 -0.94 -0.08 0.71
H 0.6326 0.5297 -1.2375 -0.03 1.07 -0.04
H 0.6611 1.8345 -0.1463 -0.15 0.10 -0.09
H 1.6541 -0.9145 0.0767 0.29 0.07 0.09
H 2.5958 0.6155 0.0619 0.14 -0.30 0.62
H 1.5447 0.1117 1.5286 0.45 0.31 -0.22
H -3.0035 -2.1252 2.5750 -0.33 0.33 -0.39
H -1.6239 -1.9119 3.2506 0.34 0.40 -0.01
O -2.2225 -1.4813 2.5593 -0.24 -0.97 0.68
H 0.7523 1.2138 -3.5551 0.16 0.17 0.15
H 0.0985 -0.1472 -3.4681 0.13 0.05 0.24
O 0.5154 0.5319 -2.9139 -0.30 -0.37 -0.50
```
Forces are in eV/Å.

Atom charges from the natural (NBO) analysis, given in e for atoms 1 to 2: atom 1 (C): -0.43, atom 2 (N): -0.52

***

# 11
C2H12NO2S | ωB97M-V/def2-TZVPD

energy relative to the best compared isomer or geometry (same formula, charge and spin)	201.18	kJ/mol
orbital gap	10.08	eV
net charge	+1
LUMO energy	-3.013	eV
electronic energy	-686.5193	Eh

```
18
Properties=species:S:1:pos:R:3:forces:R:3
C 0.1516 1.7140 -0.5115 -0.66 2.00 -2.56
C -0.6685 1.9728 0.6995 -1.09 0.42 4.38
S -1.7715 0.4843 1.3496 0.49 1.21 -0.77
N 0.8363 0.3301 -0.4963 -2.50 2.06 -0.29
H 0.9619 2.5187 -0.6074 -0.99 -1.29 0.24
H -0.5712 1.9520 -1.4992 2.14 -1.50 2.39
H -1.1796 3.0075 0.8204 0.54 -1.95 -1.01
H -0.0656 2.0074 1.6790 -0.16 -0.09 -1.67
H -3.0579 0.7883 1.0322 0.61 0.18 -0.28
H 1.7996 0.4234 -0.3450 1.83 0.11 0.17
H 0.6359 -0.0949 -1.4165 0.38 -0.76 -0.07
H 0.4559 -0.2799 0.2220 -0.34 -0.18 0.08
H 2.4719 -3.5624 0.2603 2.65 -6.66 -1.80
H 2.0938 -2.7511 1.5230 0.36 -0.64 -2.03
O 2.1651 -2.8022 0.5239 -3.06 7.46 3.85
H -0.2291 -1.4231 -2.9477 -3.96 -0.29 -2.22
H 1.1778 -1.6188 -3.0266 -0.17 0.29 1.10
O 0.4722 -1.3412 -2.3916 3.95 -0.37 0.49
```
Forces are in eV/Å.

Atom charges from the natural (NBO) analysis, given in e for atoms 1 to 2: atom 1 (C): -0.28, atom 2 (C): -0.54

***

# 12
C2H12NO2S | ωB97M-V/def2-TZVPD

energy relative to the best compared isomer or geometry (same formula, charge and spin)	120.70	kJ/mol
orbital gap	10.25	eV
net charge	+1
LUMO energy	-3.511	eV
electronic energy	-686.5500	Eh

```
18
Properties=species:S:1:pos:R:3:forces:R:3
C -0.4352 1.1117 -1.4141 0.88 1.38 0.46
C -1.7464 1.8990 -1.6187 0.76 -0.31 -0.69
S -2.5531 2.0826 -0.0027 -0.79 0.11 -0.41
N -0.6292 -0.0142 -0.4275 0.57 -0.04 -0.86
H 0.3321 1.7951 -1.0394 -0.23 -0.14 0.54
H 0.0715 0.7341 -2.2969 -0.65 -0.30 -0.34
H -2.2961 1.4114 -2.4246 -0.63 -0.07 0.52
H -1.5195 2.8930 -1.9952 0.28 -0.04 -0.01
H -3.8183 2.1109 -0.4835 0.31 -0.09 0.26
H -1.5577 0.1360 0.0102 -0.11 -0.30 0.05
H 0.0783 -0.0337 0.3036 0.09 0.07 0.06
H -0.5400 -0.8774 -0.9626 -0.42 -0.29 0.42
H 3.7889 -0.9856 1.5813 0.26 -0.30 0.46
H 5.1341 -0.9534 0.7701 -0.45 0.00 0.29
O 4.2113 -0.6600 0.7922 0.13 0.30 -0.74
H 3.1241 -4.6787 2.3978 -0.07 -0.03 0.05
H 2.7980 -5.9896 1.7323 0.14 -0.54 -0.22
O 2.3838 -5.2062 2.0801 -0.07 0.59 0.16
```
Forces are in eV/Å.

Atom charges from the natural (NBO) analysis, given in e for atoms 1 to 2: atom 1 (C): -0.25, atom 2 (C): -0.56